Here is a molecular structure, C26H27Cl2N4O8S2SiTc from the Open Molecules 2025 dataset. Energies are from ωB97M-V/def2-TZVPD.

```
71
Properties=species:S:1:pos:R:3:forces:R:3
Tc -0.146641 -0.022822 1.012400 0.1 -0.9 -0.3
Cl 0.419583 2.389369 0.059444 -0.5 -0.1 0.2
C -0.843741 2.833769 -1.108173 0.0 -0.1 1.2
C -0.498738 2.738555 -2.429522 1.2 -1.0 -0.5
C -1.477830 2.936688 -3.355172 -1.2 0.7 0.0
C -2.769241 3.400627 -2.990740 1.5 -0.6 0.7
C -3.057298 3.502433 -1.635539 0.9 -0.5 -0.6
Cl -4.630428 3.984010 -1.205299 -0.7 0.3 0.3
C -2.128656 3.083754 -0.591033 -0.5 0.4 -1.6
S -2.625369 2.826799 0.981557 0.1 -0.1 1.1
H 0.508459 2.354116 -2.732073 -1.0 0.5 0.4
H -1.282915 2.709040 -4.363669 0.3 0.0 -1.2
H -3.463255 3.619567 -3.791076 -0.3 0.0 0.3
S -1.737327 -0.013114 2.919735 -0.2 -0.5 0.4
C -1.503500 -1.733362 2.760202 0.9 0.2 0.5
C -2.065668 -2.853789 3.412249 -1.1 1.2 0.7
C -1.679852 -4.093555 3.001113 -0.1 0.1 -0.8
C -0.787055 -4.305825 1.933855 -0.2 1.3 1.1
C -0.167655 -3.180848 1.435645 -0.9 -0.4 0.8
N -0.495147 -1.957152 1.887569 -0.1 0.5 -1.1
H -2.870759 -2.751668 4.202944 1.2 0.1 -1.1
H -2.199080 -4.876832 3.479890 -0.2 -1.2 0.3
H -0.551140 -5.274047 1.573084 0.2 -0.6 -0.2
H 0.573360 -3.282746 0.693923 0.8 0.3 -0.9
O -2.153185 -1.150217 -6.185669 -1.0 0.8 1.1
N -2.955733 -0.522496 -5.465546 0.6 -0.4 -1.5
O -3.901694 0.098916 -5.888356 -0.8 0.2 -0.6
C -2.763997 -0.448071 -4.066290 1.8 -1.7 2.4
C -3.805922 -0.381524 -3.119428 -0.5 0.9 -0.8
C -3.476281 -0.368573 -1.767888 1.0 -0.1 0.6
C -2.131019 -0.478815 -1.222348 -0.8 0.2 -1.3
O -1.855800 -0.363035 0.028350 -0.5 -0.1 -1.0
C -1.190308 -0.682935 -2.261580 3.0 0.4 0.2
C -1.435559 -0.703092 -3.613009 -2.7 0.6 1.0
N 0.338609 -0.789699 -1.949629 -1.8 0.3 1.6
O 2.195523 -2.658239 -0.714964 -0.2 2.4 -0.1
O 1.108154 -1.015400 -2.932683 -0.3 -0.1 -0.2
N -4.606395 -0.246737 -0.835718 -1.4 1.5 -4.2
O -4.648654 -0.857485 0.153933 0.5 -1.6 3.3
O -5.562406 0.373011 -1.322736 0.4 0.1 0.7
H -4.893154 -0.254992 -3.431694 1.8 -0.2 0.5
H -0.647308 -0.906855 -4.272373 0.9 0.0 -0.8
C 0.273354 2.398249 3.736412 0.3 -0.8 0.9
Si 1.491269 0.975809 3.565254 -0.1 0.0 -0.5
C 3.173492 1.669513 3.822621 -1.4 0.9 1.2
C 1.523146 -0.270820 4.932977 -1.6 -1.8 1.6
O 1.439325 0.293103 2.032447 -0.3 0.1 0.6
H -0.283379 2.529031 2.819669 -0.3 0.3 -0.1
H 0.973300 3.212993 3.893447 -0.2 0.6 0.0
H -0.406408 2.326955 4.615021 0.4 0.0 -0.7
H 3.387619 2.573169 3.300195 0.3 0.7 -0.3
H 3.885428 0.928680 3.670386 1.6 -1.3 -0.4
H 3.088715 1.838214 4.918904 0.5 0.3 -0.5
H 0.491174 -0.658002 5.248660 1.2 0.4 -0.7
H 1.953668 0.064162 5.901502 -0.1 0.3 -0.7
H 2.114911 -1.174079 4.695299 -0.2 0.3 -0.2
C 4.187891 -0.932645 0.435340 0.2 0.5 -0.8
C 3.483878 -0.665666 -0.930189 -0.4 1.1 0.5
C 3.271305 0.857725 -1.174848 0.2 0.2 1.4
C 4.322311 -1.254755 -2.060408 0.5 -0.6 0.9
C 2.187873 -1.412618 -0.812700 0.3 -2.6 0.6
C 0.853115 -0.721487 -0.695730 -1.1 -0.4 -1.4
H 5.164557 -0.442534 0.469012 0.0 0.0 -0.2
H 4.313200 -1.999623 0.557437 0.1 -0.2 0.1
H 3.610194 -0.543065 1.248399 -0.5 0.2 0.5
H 4.257433 1.270445 -1.043958 0.6 0.4 -0.4
H 2.670563 1.478732 -0.480002 0.2 -1.2 0.2
H 2.866472 1.159951 -2.118878 0.0 -0.4 -1.0
H 5.273487 -0.678290 -2.120951 -0.6 -0.4 -0.1
H 3.741919 -1.190460 -2.984468 0.4 -0.3 0.0
H 4.555208 -2.309413 -1.724536 -0.2 1.0 -1.0
```
Positions in Å, forces in eV/Å.

Computed properties:
spin multiplicity = 4
⟨S²⟩ = 3.85
orbital gap (alpha / beta) = 6.0713 / 4.7452 eV
net charge = -1

---

Here is a gas-phase ion, C26H27F2OSi (charge +1) from the Open Molecules 2025 dataset. Energies are from ωB97M-V/def2-TZVPD.

```
57
Properties=species:S:1:pos:R:3:forces:R:3
C 2.146155 4.930994 -0.215320 -0.3 -0.2 -0.1
Si 2.297768 3.142220 -0.841852 0.9 0.8 -0.5
C 1.697949 2.940183 -2.609209 -0.1 -0.1 0.3
C 4.132503 2.688126 -0.680935 -0.5 -0.3 0.1
O 1.376655 1.944151 0.122871 -1.4 -0.4 0.4
C 0.103304 1.618202 0.184430 1.5 1.2 -1.6
C -0.264725 0.317296 0.690792 -1.6 -1.9 0.4
C -0.873507 2.623880 -0.338766 -1.0 0.8 -1.3
C -1.818688 2.196409 -1.310042 0.0 -0.8 1.0
C -2.776575 3.053161 -1.867961 0.4 -0.6 0.2
C -2.793674 4.399885 -1.532580 0.5 -0.5 -0.4
C -1.804094 4.888636 -0.698877 0.1 -0.1 0.3
C -0.876460 4.033644 -0.111939 0.4 -0.8 1.2
H 2.930837 5.572543 -0.656381 -0.1 -0.5 0.1
H 1.191387 5.405653 -0.477858 0.3 -0.2 0.0
H 2.262705 4.979759 0.876022 0.0 0.0 -0.2
H 2.358699 3.538953 -3.260385 -0.2 -0.2 0.2
H 1.753101 1.884520 -2.915251 0.0 0.3 0.0
H 0.665644 3.292439 -2.739321 0.3 -0.1 0.0
H 4.738858 3.305082 -1.369667 -0.4 -0.1 0.2
H 4.509143 2.862898 0.335720 -0.1 -0.1 -0.2
H 4.318051 1.638211 -0.941158 0.0 0.2 0.1
H -1.352320 0.241016 0.914257 1.0 0.9 0.7
H 0.445667 -0.036263 1.441163 -0.3 0.6 0.3
H -1.814309 1.113899 -1.509860 -0.3 0.6 -0.3
H -3.524139 2.639074 -2.533821 0.1 0.0 0.0
H -3.519401 5.066740 -1.962935 -0.2 0.1 0.0
H -1.796965 5.952916 -0.481872 0.2 -0.2 0.2
H -0.231690 4.440038 0.671715 -0.1 -0.1 -0.4
F 4.064884 -3.399469 -0.374059 -1.1 0.4 -0.8
C 3.037619 -2.705045 -0.972565 0.7 0.5 0.9
C 3.275241 -2.032869 -2.162171 -0.1 -0.1 0.3
C 2.293222 -1.167367 -2.636902 -0.2 0.0 0.3
C 1.092777 -1.007254 -1.942522 -0.2 -0.5 0.0
C 0.848244 -1.680259 -0.726326 1.0 0.3 -0.3
C -0.421742 -1.354435 0.037670 -0.8 0.1 -1.6
C -0.745462 -2.330181 1.145232 0.1 0.8 0.1
C -1.972892 -2.716724 1.530475 0.1 0.6 -0.1
C -2.370038 -3.832755 2.383881 -0.6 -2.3 1.0
C -1.456493 -4.822101 2.852729 -0.3 0.0 0.4
C -1.908910 -5.940515 3.581368 0.5 0.0 0.3
F -1.011973 -6.862257 4.085849 -0.6 1.2 -0.8
C -3.247597 -6.164141 3.882521 -0.2 0.5 -1.2
C -4.174098 -5.261465 3.344168 0.3 0.9 0.5
C -3.748388 -4.110731 2.651282 0.8 0.2 0.2
C 1.884587 -2.504541 -0.224081 -0.9 0.0 -0.2
H 4.221542 -2.150968 -2.665344 0.1 0.0 -0.1
H 2.494545 -0.576517 -3.529993 -0.2 -0.3 0.1
H 0.286471 -0.431172 -2.405322 0.3 0.1 0.3
H -1.313707 -1.311121 -0.689195 1.4 0.2 1.1
H 0.128463 -2.705574 1.649619 0.0 -0.4 0.1
H -2.814992 -2.136374 1.175214 -0.2 -0.1 -0.4
H -0.387526 -4.692752 2.704594 -0.1 -0.2 0.0
H -3.589029 -7.048261 4.402498 0.2 0.0 0.2
H -5.239163 -5.356117 3.603425 0.6 -0.1 -0.3
H -4.476527 -3.345277 2.396263 0.0 -0.2 -0.2
H 1.769076 -3.028015 0.720709 0.2 0.1 -0.2
```
Positions in Å, forces in eV/Å.

Computed properties:
spin multiplicity = 1
orbital gap = 6.4081 eV
net charge = +1

---

Here is a molecular structure, C26H27IrN3S5 from the Open Molecules 2025 dataset. Energies are from ωB97M-V/def2-TZVPD.

```
62
Properties=species:S:1:pos:R:3:forces:R:3
Ir 0.111748 0.523229 0.372365 -0.1 -0.1 0.2
C 3.848189 2.119977 1.025256 0.0 0.0 0.0
C 3.660982 0.613322 1.007693 0.0 0.0 0.0
S 2.335444 -0.129167 0.030382 0.0 -0.1 0.0
C 2.646020 0.430476 -1.664263 0.0 0.0 0.0
C 2.121525 1.812616 -2.009511 0.0 0.0 0.0
S 0.472087 2.159906 -1.307534 -0.1 0.1 0.1
C 0.739982 3.787943 -0.526208 0.0 0.0 0.0
C 2.030545 4.114169 0.210704 0.0 0.0 0.0
S 2.423277 3.064426 1.630905 0.0 0.0 0.0
H 4.138193 2.502196 0.047820 0.0 0.0 0.0
H 4.681894 2.329454 1.696717 0.0 0.0 0.0
H 3.485934 0.232282 2.014507 0.0 0.0 0.0
H 4.572061 0.133656 0.641644 0.0 0.0 0.0
H 2.169156 -0.331822 -2.275395 0.0 0.0 0.0
H 3.721773 0.378402 -1.837465 0.0 0.0 0.0
H 2.033926 1.916848 -3.089851 0.0 0.0 0.0
H 2.791917 2.588262 -1.652337 0.0 0.0 0.0
H -0.086931 3.877124 0.175092 0.0 0.0 0.0
H 0.579398 4.524450 -1.316874 0.0 0.0 0.0
H 1.910065 5.127211 0.598671 0.0 0.0 0.0
H 2.895228 4.159914 -0.449643 0.0 0.0 0.0
S -4.232992 -0.703836 0.642931 0.0 0.0 0.0
C -2.539057 -0.641128 0.576663 0.0 0.0 0.0
N -2.004902 0.539071 0.424103 0.0 0.0 0.0
C -2.992471 1.523275 0.327023 0.1 -0.1 0.0
C -2.807052 2.891156 0.145783 0.0 0.0 0.0
C -3.911115 3.711765 0.089773 0.0 0.0 0.0
C -5.206139 3.190352 0.208553 0.0 0.0 0.0
C -5.407772 1.839398 0.379778 0.0 0.0 0.0
C -4.287067 1.012547 0.437047 0.0 0.0 0.0
H -1.944404 -1.539266 0.658666 0.0 0.0 0.0
H -1.814226 3.295138 0.053215 0.0 0.0 0.0
H -3.778721 4.775935 -0.051125 0.0 0.0 0.0
H -6.056858 3.855890 0.160616 0.0 0.0 0.0
H -6.404899 1.429877 0.465897 0.0 0.0 0.0
S -0.726771 -3.019592 -2.427139 0.0 0.0 0.0
C -0.421922 -1.589659 -1.793182 0.0 0.0 0.0
N -0.203295 -0.516008 -1.348321 0.1 0.0 -0.2
C 3.399552 -1.419826 4.303435 0.0 0.0 0.0
C 2.771199 -2.162331 3.314641 0.0 0.0 0.0
C 1.664035 -1.647892 2.651087 0.0 0.0 0.0
C 1.189207 -0.384330 2.976346 0.0 0.0 0.0
C 1.801831 0.353993 3.987654 -0.1 0.0 0.0
C 2.907314 -0.163021 4.642497 0.0 0.0 0.0
N 0.085141 0.183292 2.261581 0.0 0.1 -0.2
C -1.033996 0.463176 3.115945 0.0 0.0 0.0
C -1.602080 -0.552925 3.878887 0.0 0.0 0.0
C -2.704808 -0.283166 4.672676 0.0 0.0 0.0
C -3.239135 0.999362 4.718250 0.0 0.0 0.0
C -2.657279 2.015364 3.973689 0.0 0.0 0.0
C -1.553996 1.747903 3.176545 0.1 0.0 0.0
H 4.260259 -1.822621 4.819973 0.0 0.0 0.0
H 3.135013 -3.149276 3.061020 0.0 0.0 0.0
H 1.161645 -2.223813 1.883207 0.0 0.0 0.0
H 1.411951 1.331434 4.242576 0.0 0.0 0.0
H 3.386438 0.414526 5.422093 0.0 0.0 0.0
H -1.181068 -1.550555 3.842821 0.0 0.0 0.0
H -3.149121 -1.077004 5.258326 0.0 0.0 0.0
H -4.097819 1.206872 5.342314 0.0 0.0 0.0
H -3.057632 3.019951 4.016712 0.0 0.0 0.0
H -1.076158 2.531166 2.599382 0.0 0.0 0.0
```
Positions in Å, forces in eV/Å.

Computed properties:
spin multiplicity = 1
orbital gap = 7.2078 eV
net charge = +1

---

Here is a gas-phase ion, C26H27N2O2 (charge +1) from the Open Molecules 2025 dataset. Energies are from ωB97M-V/def2-TZVPD.

```
57
Properties=species:S:1:pos:R:3:forces:R:3
C 3.263368 -5.341092 1.803120 -0.1 0.1 0.0
O 3.810890 -4.038369 1.661710 -0.7 1.4 0.2
C 2.920776 -3.004628 1.426417 0.3 -0.8 -1.4
C 3.417808 -1.682221 1.351584 -0.2 -1.1 0.1
C 2.604076 -0.679360 0.884397 -0.3 0.1 0.8
C 1.258235 -0.921878 0.571551 0.0 0.2 -0.3
C 0.468688 0.218992 -0.038773 3.5 2.0 -1.8
C -0.826728 -0.172031 -0.678913 0.4 1.1 -1.3
C -1.540917 0.697526 -1.410696 -0.1 -0.5 1.3
C -2.814285 0.345805 -1.997175 -1.0 -0.2 -0.5
C -3.535138 1.282402 -2.776014 0.6 -0.9 -0.1
C -4.693814 0.902665 -3.420667 -0.7 -0.4 0.0
C -5.220556 -0.405240 -3.251054 0.2 0.1 0.5
O -6.453920 -0.638161 -3.758268 0.3 0.1 -0.1
C -7.173712 -1.837337 -3.436987 0.4 0.4 -0.3
C -4.492243 -1.356210 -2.505454 -0.6 0.2 0.1
C -3.353569 -0.951303 -1.832575 0.4 0.4 -0.7
C 0.762289 -2.221036 0.665345 -0.3 0.3 0.6
C 1.601088 -3.267062 1.018222 0.9 0.4 0.5
H 4.083574 -5.942847 2.176555 -0.1 -0.2 0.0
H 2.429066 -5.348037 2.509121 0.1 0.0 0.1
H 2.897096 -5.727755 0.848210 0.2 0.0 0.0
H 4.447142 -1.495688 1.598873 0.2 0.0 0.1
H 2.981553 0.344774 0.915108 0.0 -0.7 -0.4
H 1.185504 0.878434 -0.735834 -1.4 -2.9 0.0
H -1.135167 -1.200830 -0.762611 0.5 -0.1 0.5
H -1.269658 1.744842 -1.382051 0.1 0.2 -0.4
H -3.104038 2.267374 -2.950402 -0.2 -0.1 0.1
H -5.250621 1.609806 -4.040236 0.1 -0.3 0.2
H -8.139311 -1.685351 -3.906482 -0.1 -0.1 0.0
H -6.681600 -2.705486 -3.877677 0.0 -0.1 0.1
H -7.302471 -1.966854 -2.359521 0.1 0.1 0.0
H -4.837108 -2.393978 -2.402314 0.0 0.6 0.0
H -2.824747 -1.693939 -1.242178 -0.2 0.1 -0.1
H -0.310583 -2.436738 0.631550 0.5 0.1 -0.6
H 1.267360 -4.282442 0.933168 -0.3 -0.2 0.2
C 5.278142 3.162412 0.544546 -0.6 0.3 0.0
C 4.801610 3.281133 1.877880 0.0 -0.1 -0.5
C 3.482215 2.873695 2.192074 0.2 0.7 -0.5
C 2.550912 2.560526 1.164201 2.5 -0.3 -0.2
C 1.186708 2.248078 1.504428 -0.9 -0.5 -0.3
N 0.364838 1.418019 0.847753 -1.5 0.2 2.1
C -0.909966 1.351109 1.535043 -1.3 -0.3 1.0
C -0.810865 2.410081 2.618337 -1.7 0.3 1.2
N 0.567765 2.820734 2.557554 0.4 0.2 -0.5
C 3.060037 2.431864 -0.153961 0.3 0.7 -0.5
C 4.389221 2.766081 -0.490757 -0.1 0.3 0.9
H 6.327334 3.428453 0.289186 -1.0 -0.1 0.3
H 5.447444 3.779317 2.646279 -0.6 -1.0 -0.7
H 3.185451 2.816258 3.243109 0.0 0.3 -0.4
H -1.735523 1.548050 0.807119 0.7 -0.4 1.0
H -1.001728 0.324494 2.002098 -0.1 1.0 -0.7
H -1.547039 3.221983 2.462968 0.7 0.0 -0.3
H -1.070720 2.056029 3.631791 0.3 -0.2 -0.4
H 0.855889 3.681219 3.021417 0.3 -0.5 -0.5
H 2.425863 2.089538 -0.977976 0.1 0.4 0.4
H 4.714084 2.834180 -1.552142 -0.3 -0.5 1.0
```
Positions in Å, forces in eV/Å.

Computed properties:
spin multiplicity = 1
orbital gap = 6.7242 eV
net charge = +1
SMILES = COc1ccc(/C=C/[C@H](c2ccc(OC)cc2)N2CC[NH+]=C2c2ccccc2)cc1

---

Asked for max |F| across the records above, the calculation gives 4.7; 2.6; 0.3; 4.4 eV/A in order.